ORCA calculation (ωB97M-V with the def2-TZVPD basis set) on a gas-phase ion, C23H20FN4OS (charge +1) at a distorted geometry.

The geometry in XYZ format:
```
50
Properties=species:S:1:pos:R:3
O 0.02 -2.97 -0.70
C -0.85 -2.16 -0.53
N -2.11 -2.34 -1.00
C -3.21 -1.51 -0.89
N -3.23 -0.37 -0.29
C -4.47 0.22 -0.37
C -5.39 -0.52 -1.05
S -4.72 -2.00 -1.63
H -6.42 -0.30 -1.24
C -4.67 1.52 0.26
C -5.81 2.28 -0.01
C -5.98 3.51 0.60
C -5.03 3.99 1.48
C -3.90 3.24 1.75
C -3.72 2.01 1.14
H -2.84 1.42 1.36
H -3.15 3.61 2.44
H -5.17 4.95 1.96
H -6.86 4.09 0.38
H -6.55 1.92 -0.71
H -2.26 -3.20 -1.51
C -0.60 -0.86 0.25
N 0.81 -0.71 0.47
C 1.59 -1.54 1.15
N 2.86 -1.15 1.03
C 2.92 -0.04 0.22
C 1.62 0.22 -0.13
H 1.22 1.00 -0.74
C 4.14 0.65 -0.18
C 5.25 0.72 0.65
C 6.39 1.39 0.25
C 6.41 2.00 -1.00
C 5.31 1.95 -1.84
C 4.18 1.28 -1.43
H 3.32 1.22 -2.09
H 5.36 2.43 -2.81
F 7.51 2.65 -1.39
H 7.26 1.46 0.89
H 5.23 0.27 1.63
C 3.78 -2.00 1.75
H 4.10 -1.50 2.67
H 4.66 -2.23 1.15
C 2.92 -3.24 2.05
H 3.07 -3.99 1.28
H 3.17 -3.68 3.01
C 1.46 -2.74 2.01
H 1.09 -2.46 3.00
H 0.79 -3.48 1.58
H -0.99 0.00 -0.30
H -1.14 -0.92 1.20
```

Summary:
lowest unoccupied orbital energy: -2.2 eV
orbital gap: 8.40 eV
total charge: +1

Listed below, in e, are the natural (NBO) charges computed for each atom: -0.5891 0.6816 -0.6086 0.2335 -0.5062 0.1109 -0.4292 0.4207 0.2539 -0.0136 -0.1938 -0.2002 -0.1959 -0.2078 -0.2024 0.2081 0.2165 0.2223 0.2230 0.2097 0.4328 -0.3283 -0.2875 0.4769 -0.3015 0.2147 -0.0623 0.2455 -0.1316 -0.1746 -0.2676 0.4303 -0.2650 -0.1600 0.2209 0.2457 -0.3005 0.2446 0.2135 -0.2143 0.2157 0.2400 -0.3976 0.2328 0.2418 -0.4523 0.2425 0.2701 0.2821 0.2596